{
  "formula": "C4H9NO2",
  "method": "the ωB97M-V functional and the def2-TZVPD basis",
  "largest_force_ev_per_a": 0.41,
  "homo_ev": -9.716,
  "total_charge": 0,
  "de_lowest_kcal_mol": 10.28,
  "gap_ev": 10.65,
  "total_energy_ev": -9879.615,
  "species": ["C", "C", "N", "C", "O", "O", "C", "H", "H", "H", "H", "H", "H", "H", "H", "H"],
  "positions_angstrom": [[1.996, 1.143, 0.944], [1.075, 1.406, -0.251], [0.478, 0.201, -0.795], [-0.679, -0.247, -0.252], [-1.324, 0.345, 0.593], [-1.030, -1.437, -0.780], [-2.256, -1.951, -0.273], [1.440, 0.564, 1.696], [2.878, 0.564, 0.646], [2.328, 2.097, 1.384], [0.251, 2.044, 0.071], [1.563, 1.935, -1.072], [0.955, -0.399, -1.446], [-2.400, -2.899, -0.788], [-2.196, -2.103, 0.808], [-3.078, -1.262, -0.486]],
  "atomic_forces_ev_per_a": [[-0.046, 0.063, -0.157], [0.065, 0.199, -0.028], [-0.219, 0.045, 0.198], [-0.018, 0.187, 0.154], [0.099, -0.298, -0.224], [0.079, 0.100, -0.001], [-0.251, -0.172, 0.053], [0.191, 0.245, -0.118], [-0.122, 0.116, 0.068], [-0.100, -0.390, -0.098], [0.028, -0.094, -0.028], [0.229, -0.064, 0.143], [0.056, 0.095, 0.081], [-0.069, 0.093, 0.093], [-0.009, 0.005, -0.157], [0.089, -0.130, 0.021]],
  "mulliken_charge": [-0.9920, -0.4251, -0.1725, 0.6637, -0.6116, -0.3866, -0.6031, 0.2910, 0.2844, 0.3163, 0.2722, 0.3611, 0.2217, 0.2228, 0.2796, 0.2780]
}